{"formula": "C30H35N4O4S2ScSe", "method": "wB97M-V/def2-TZVPD", "gap_ev": 7.739, "spin_multiplicity": 1, "e_above_lowest_kj_mol": 72.3, "symbols": ["Sc", "O", "C", "O", "C", "C", "C", "C", "C", "C", "S", "H", "H", "H", "H", "C", "C", "C", "C", "N", "C", "Se", "N", "C", "C", "C", "C", "C", "C", "C", "C", "C", "C", "H", "H", "H", "H", "H", "H", "H", "H", "H", "H", "H", "H", "H", "H", "H", "H", "H", "H", "H", "H", "H", "H", "O", "C", "O", "H", "N", "C", "S", "N", "C", "C", "C", "C", "C", "C", "H", "H", "H", "H", "H", "H", "H", "H"], "positions_angstrom": [[-0.5117, 0.3025, 1.0509], [1.0976, 4.0400, 1.8480], [0.1603, 3.3820, 1.4385], [0.2640, 2.0833, 1.2754], [-1.1282, 3.9989, 0.9863], [-1.0987, 5.3852, 0.8351], [-2.1982, 6.0949, 0.3994], [-3.3658, 5.3977, 0.1164], [-3.4066, 4.0285, 0.2700], [-2.2983, 3.2828, 0.7010], [-2.6503, 1.5374, 0.8185], [-0.1728, 5.8894, 1.0759], [-2.1527, 7.1693, 0.2843], [-4.2508, 5.9222, -0.2213], [-4.3265, 3.4982, 0.0584], [-1.1164, -5.3369, -0.0884], [-1.0747, -4.9608, -1.5608], [0.2192, -4.2465, -1.9495], [0.3075, -2.8176, -1.4219], [-0.6286, -1.9268, -2.1019], [-1.7689, -1.3921, -1.5984], [-2.5020, -1.6831, 0.0889], [-2.3178, -0.5866, -2.5484], [-3.5661, 0.1521, -2.4204], [-4.7400, -0.6315, -2.9765], [-6.0661, 0.0783, -2.7200], [-6.1740, 1.4346, -3.4026], [-1.5277, -0.6244, -3.6776], [-1.6443, 0.0216, -4.9015], [-0.6362, -0.2006, -5.8211], [0.4504, -1.0277, -5.5315], [0.5691, -1.6727, -4.3138], [-0.4483, -1.4618, -3.3915], [-2.0062, -5.9179, 0.1535], [-1.1217, -4.4545, 0.5500], [-0.2463, -5.9426, 0.1755], [-1.9294, -4.3243, -1.8115], [-1.1872, -5.8596, -2.1732], [0.3503, -4.2446, -3.0352], [1.0757, -4.7956, -1.5454], [1.3003, -2.3837, -1.5742], [0.0984, -2.7537, -0.3571], [-3.4152, 1.1075, -2.9273], [-3.6879, 0.3733, -1.3645], [-4.7535, -1.6143, -2.4972], [-4.6013, -0.8031, -4.0494], [-6.1968, 0.1952, -1.6406], [-6.8822, -0.5671, -3.0537], [-5.4840, 2.1630, -2.9754], [-7.1775, 1.8482, -3.3010], [-5.9570, 1.3580, -4.4703], [-2.4802, 0.6708, -5.1210], [-0.6867, 0.2823, -6.7878], [1.2198, -1.1638, -6.2794], [1.4172, -2.3051, -4.0917], [0.5531, -1.6847, 1.5106], [0.3762, -1.4135, 2.7198], [-0.2381, -0.3650, 3.0492], [0.7507, -2.0710, 3.5197], [2.9797, 1.4418, 0.9201], [3.0193, 0.5919, -0.0953], [1.6398, 0.0739, -0.9164], [4.2605, 0.1664, -0.4333], [4.6410, -0.8582, -1.3260], [3.9523, -2.0632, -1.4168], [4.4175, -3.0454, -2.2737], [5.5653, -2.8530, -3.0289], [6.2606, -1.6595, -2.9166], [5.8000, -0.6648, -2.0710], [2.1289, 1.9280, 1.1694], [3.8318, 1.8072, 1.3137], [5.0254, 0.7253, -0.0947], [3.0738, -2.2338, -0.8140], [3.8819, -3.9843, -2.3407], [5.9196, -3.6316, -3.6903], [7.1613, -1.4946, -3.4927], [6.3375, 0.2732, -1.9958]], "lowdin_charge": [0.693, 0.072, -0.533, -0.233, -0.142, -0.028, -0.085, -0.090, -0.145, -0.543, 0.604, 0.115, 0.099, 0.101, 0.086, -0.110, -0.255, -0.173, -0.189, -0.020, -0.625, 0.733, -0.007, -0.178, -0.186, -0.255, -0.109, -0.139, 0.004, -0.080, -0.077, 0.002, -0.157, 0.074, 0.038, 0.075, 0.095, 0.106, 0.105, 0.115, 0.044, 0.065, 0.129, 0.035, 0.112, 0.115, 0.114, 0.107, 0.065, 0.071, 0.075, 0.114, 0.105, 0.105, 0.112, -0.164, -0.480, -0.100, 0.146, 0.148, -0.771, 0.782, 0.060, -0.250, -0.052, -0.077, -0.090, -0.083, -0.027, 0.056, 0.124, 0.145, 0.079, 0.104, 0.102, 0.105, 0.114]}

---

{"formula": "C30H36AuBr2N8", "method": "wB97M-V/def2-TZVPD", "gap_ev": 6.562, "charge": 1, "spin_multiplicity": 1, "symbols": ["Au", "Br", "C", "C", "C", "N", "C", "C", "C", "C", "C", "Br", "C", "C", "N", "H", "H", "H", "H", "H", "H", "C", "N", "C", "C", "N", "C", "C", "C", "C", "C", "C", "C", "C", "C", "N", "C", "N", "C", "C", "N", "C", "C", "C", "N", "C", "C", "H", "H", "H", "H", "H", "H", "H", "H", "H", "H", "H", "H", "H", "H", "H", "H", "H", "H", "H", "H", "H", "H", "H", "H", "H", "H", "H", "H", "H", "H"], "positions_angstrom": [[0.3341, -0.7764, -0.6060], [0.3300, -6.6122, -4.1789], [0.3581, -5.0031, -3.2097], [-0.7873, -4.5473, -2.5777], [-0.7012, -3.3586, -1.8829], [0.4227, -2.6383, -1.7903], [1.5293, -3.0797, -2.4039], [1.5232, -4.2677, -3.1267], [2.7653, -2.2443, -2.2816], [3.9711, -2.6195, -2.8616], [5.0644, -1.7862, -2.7019], [6.7127, -2.2596, -3.4743], [4.9427, -0.6142, -1.9767], [3.7009, -0.3277, -1.4334], [2.6447, -1.1182, -1.5826], [-1.7145, -5.0985, -2.6236], [-1.5657, -2.9565, -1.3721], [2.4118, -4.6223, -3.6242], [4.0794, -3.5327, -3.4252], [5.7806, 0.0521, -1.8362], [3.5470, 0.5738, -0.8524], [0.5190, -2.9349, 1.8723], [-0.4943, -2.1048, 2.4891], [-1.6685, -2.8004, 2.9773], [-0.3707, -0.7467, 2.5421], [0.1975, -0.0956, 1.5613], [0.8888, 1.1004, 1.8445], [1.7710, 1.0946, 2.8996], [2.4515, 2.2531, 3.3065], [2.2392, 3.4216, 2.6406], [1.3900, 3.4629, 1.5073], [1.2343, 4.6916, 0.8236], [0.4780, 4.7568, -0.3067], [-0.1438, 3.5980, -0.7927], [-0.0666, 2.3841, -0.1409], [-0.6568, 1.2683, -0.7718], [-1.7889, 1.4223, -1.4146], [-2.0058, 0.7679, -2.5848], [-0.9025, 0.4032, -3.4504], [-3.3065, 0.2651, -2.9817], [-2.8260, 2.1890, -0.9539], [-2.9476, 2.4737, 0.4588], [-3.5487, 3.0967, -1.8280], [0.7152, 2.2863, 1.0585], [-0.9040, -0.1564, 3.6591], [-1.3136, 1.2325, 3.6984], [-0.7142, -0.7419, 4.9770], [0.1702, -3.3889, 0.9410], [0.7899, -3.7386, 2.5632], [1.4016, -2.3407, 1.6533], [-2.0796, -3.4257, 2.1803], [-2.4297, -2.0869, 3.2782], [-1.4344, -3.4492, 3.8253], [1.9205, 0.1658, 3.4387], [3.1268, 2.2096, 4.1507], [2.7303, 4.3351, 2.9488], [1.7442, 5.5659, 1.2058], [0.3761, 5.6861, -0.8516], [-0.6740, 3.6468, -1.7366], [-0.0133, 0.9597, -3.1691], [-1.1683, 0.6458, -4.4819], [-0.6731, -0.6646, -3.3934], [-4.0291, 0.4262, -2.1877], [-3.2362, -0.8077, -3.1807], [-3.6639, 0.7509, -3.8928], [-2.5433, 1.6383, 1.0232], [-4.0064, 2.5789, 0.7012], [-2.4278, 3.3926, 0.7503], [-3.2845, 2.9171, -2.8666], [-3.2914, 4.1315, -1.5804], [-4.6269, 2.9725, -1.7095], [-1.4509, 1.6246, 2.6984], [-0.5691, 1.8541, 4.2048], [-2.2587, 1.3052, 4.2419], [-0.1991, -1.6947, 4.9028], [-1.6692, -0.8925, 5.4856], [-0.1064, -0.0678, 5.5877]], "lowdin_charge": [0.834, 0.820, -0.671, -0.085, -0.130, -0.026, -0.183, -0.045, -0.206, -0.051, -0.671, 0.809, -0.082, -0.103, 0.050, 0.112, 0.110, 0.103, 0.100, 0.111, 0.118, -0.067, -0.160, -0.050, -0.388, 0.034, -0.249, -0.040, -0.069, -0.041, -0.156, -0.042, -0.066, -0.037, -0.225, 0.026, -0.407, -0.149, -0.061, -0.046, -0.153, -0.040, -0.046, -0.049, -0.143, -0.032, -0.045, 0.061, 0.095, 0.076, 0.090, 0.093, 0.092, 0.119, 0.109, 0.113, 0.114, 0.109, 0.115, 0.083, 0.095, 0.061, 0.092, 0.089, 0.093, 0.075, 0.099, 0.098, 0.088, 0.096, 0.095, 0.062, 0.099, 0.101, 0.089, 0.095, 0.095]}

---

{"formula": "C30H36Cl3FGeIrN4O5PS2", "method": "wB97M-V/def2-TZVPD", "gap_ev": [5.166, 6.614], "charge": 1, "spin_multiplicity": 6, "s2": 8.769, "symbols": ["Ir", "F", "C", "C", "C", "C", "O", "C", "C", "N", "C", "C", "C", "C", "C", "C", "N", "C", "C", "N", "C", "C", "C", "O", "O", "H", "H", "H", "H", "H", "H", "H", "H", "H", "H", "H", "H", "H", "H", "H", "H", "H", "H", "C", "C", "C", "O", "P", "S", "S", "O", "C", "C", "C", "H", "H", "H", "H", "H", "H", "H", "H", "H", "H", "H", "H", "H", "H", "Cl", "Ge", "Cl", "Cl", "N", "C", "C", "C", "C", "C", "C", "C", "H", "H", "H", "H"], "positions_angstrom": [[1.3492, 0.3547, -3.2021], [2.2943, 1.5798, 3.4690], [1.5519, 0.5498, 2.9932], [1.5766, 0.2853, 1.6545], [0.8671, -0.7956, 1.1368], [0.9603, -1.0998, -0.3054], [1.6692, -0.3853, -1.0308], [0.2124, -2.2423, -0.7365], [-0.5281, -2.9368, 0.1711], [-0.6270, -2.6465, 1.4815], [-1.4097, -3.5025, 2.3483], [-2.7461, -3.9695, 1.8720], [-2.6605, -2.9551, 2.9730], [0.1055, -1.5854, 2.0027], [0.0811, -1.2895, 3.3712], [0.8076, -0.2348, 3.8885], [0.7496, 0.0136, 5.2873], [1.1894, 1.3025, 5.8193], [0.7972, 1.3591, 7.3067], [-0.2821, 0.3410, 7.5369], [0.2863, -1.0473, 7.4154], [1.1817, -1.0656, 6.1691], [0.0756, -2.6837, -2.1570], [-0.8036, -3.4804, -2.4493], [0.8784, -2.1684, -3.0350], [2.1678, 0.9024, 0.9909], [-1.1119, -3.7796, -0.1728], [-0.8139, -4.1960, 2.9304], [-3.0294, -4.9839, 2.1088], [-3.0894, -3.6171, 0.9099], [-2.8940, -3.2610, 3.9835], [-2.9336, -1.9390, 2.7230], [-0.5397, -1.8757, 4.0328], [0.6958, 2.1016, 5.2699], [2.2685, 1.4548, 5.7451], [0.4208, 2.3366, 7.5973], [1.6175, 1.0875, 7.9680], [-0.9706, 0.4492, 6.7855], [-0.7513, 0.4745, 8.4330], [-0.5579, -1.7299, 7.3402], [0.8385, -1.2557, 8.3296], [1.0884, -2.0272, 5.6720], [2.2347, -0.9429, 6.4489], [-1.5827, 2.2074, -5.9850], [-2.7618, 2.3167, -5.0482], [-3.5952, 1.0603, -4.9621], [-2.3244, 2.7294, -3.7092], [-1.2181, 2.1687, -2.7573], [0.6440, 2.7030, -3.3262], [-1.2823, 0.1996, -2.5432], [-1.4803, 2.9812, -1.4294], [-2.7247, 3.1929, -0.7139], [-3.5533, 4.2679, -1.3862], [-3.4809, 1.8993, -0.4992], [-1.9535, 2.0907, -7.0031], [-0.9711, 1.3337, -5.7461], [-0.9594, 3.0990, -5.9441], [-3.3932, 3.1579, -5.3366], [-2.9898, 0.1901, -4.7008], [-4.0428, 0.8770, -5.9394], [-4.3972, 1.1704, -4.2327], [-2.3661, 3.5693, 0.2457], [-3.9830, 3.9103, -2.3200], [-2.9479, 5.1481, -1.5961], [-4.3655, 4.5582, -0.7183], [-3.8511, 1.4927, -1.4425], [-4.3384, 2.1017, 0.1431], [-2.8515, 1.1431, -0.0301], [0.8287, -0.4231, -5.5509], [-0.2237, -2.4124, -4.8556], [-1.9995, -2.2685, -6.1977], [1.0068, -3.9158, -5.7781], [8.7975, -0.4205, -3.7205], [7.6567, -0.3201, -3.6498], [6.2233, -0.1886, -3.5472], [5.6559, 0.2333, -2.3461], [4.2832, 0.3431, -2.2414], [3.4354, 0.0586, -3.3219], [4.0353, -0.3701, -4.5137], [5.4110, -0.4895, -4.6331], [6.2978, 0.4725, -1.5088], [3.8626, 0.6701, -1.2979], [3.4262, -0.6146, -5.3711], [5.8566, -0.8192, -5.5617]], "mulliken_spin": [2.647, 0.000, 0.000, 0.005, -0.006, 0.014, 0.180, 0.020, 0.021, 0.002, -0.001, 0.000, 0.000, -0.003, 0.000, -0.001, 0.000, 0.000, 0.000, 0.000, 0.000, 0.000, -0.022, 0.014, 0.187, -0.001, -0.003, 0.000, 0.000, 0.000, 0.000, 0.000, 0.000, 0.000, 0.000, 0.000, 0.000, 0.000, 0.000, 0.000, 0.000, 0.000, 0.000, 0.009, -0.008, 0.008, 0.007, 0.048, 0.357, 0.145, 0.004, 0.003, -0.001, 0.010, 0.000, 0.000, 0.000, 0.000, -0.005, 0.001, -0.001, 0.000, 0.000, 0.000, 0.000, -0.006, 0.000, -0.002, 0.211, 0.497, 0.204, 0.073, 0.023, -0.010, 0.062, -0.035, 0.023, 0.294, 0.058, -0.034, -0.001, 0.007, 0.001, 0.000]}

---

| no. | E (Ha) |
| --- | --- |
| 1 | -5642.9895 |
| 2 | -6886.3688 |
| 3 | -6559.2557 |